Model A:
The following is a DFT calculation (the ωB97M-V functional and the def2-TZVPD basis) of a structure of composition C8H6ClI2NO.

As for the HOMO energy (spin up / spin down): -7.618 / -9.296 eV. The net charge is 0. As for the expectation value of S²: 2.014. The spin multiplicity is 3. The calculation puts the molar mass at 421.403 g mol⁻¹.

Geometry (Å):
C (1.374, 1.211, -1.137)
C (1.139, 2.557, -1.395)
C (-0.606, 1.193, 0.156)
C (0.504, 0.473, -0.384)
C (0.155, 3.201, -0.636)
C (0.696, -1.064, -0.106)
C (0.523, -1.972, -1.212)
C (-2.057, 5.133, 1.537)
N (-0.720, 2.492, 0.034)
O (0.988, -1.403, 1.024)
Cl (-0.285, 4.797, -0.966)
I (-1.680, 4.504, 3.444)
I (-3.619, 4.505, 0.536)
H (2.340, 0.827, -1.525)
H (1.873, 3.211, -2.065)
H (-1.377, 0.660, 0.653)
H (-0.587, -2.289, -1.202)
H (1.019, -2.847, -1.120)
H (0.698, -1.630, -2.234)

Model B:
The following is a DFT calculation (the ωB97M-V functional and the def2-TZVPD basis) of a structure of composition C8H6ClI2NO.

As for the HOMO energy (spin up / spin down): -6.342 / -9.465 eV. The net charge is 0. As for the expectation value of S²: 2.012. The spin multiplicity is 3. The calculation puts the molar mass at 421.403 g mol⁻¹.

Geometry (Å):
C (0.340, -0.524, 1.178)
C (-1.012, -0.130, 1.411)
C (0.180, 0.050, -1.122)
C (0.995, -0.355, -0.038)
C (-1.550, 0.261, 0.258)
C (2.485, -0.489, -0.052)
C (3.189, 0.097, -1.235)
C (-3.778, 0.492, 0.616)
N (-1.058, 0.349, -0.922)
O (2.989, -1.143, 0.804)
Cl (-4.059, 0.036, 2.213)
I (-4.279, -1.036, -0.754)
I (-4.297, 2.514, 0.105)
H (1.048, -0.696, 1.994)
H (-1.533, -0.189, 2.281)
H (0.412, -0.067, -2.135)
H (3.047, 1.182, -1.212)
H (2.660, -0.207, -2.190)
H (4.220, -0.145, -1.200)

Decreasing stability: model A, model B

Model A:
The following is a DFT calculation (the ωB97M-V functional and the def2-TZVPD basis) of a cluster of 2 separate species, NO6S in total.

As for the HOMO energy: -4.780 eV. The net charge is -1. The calculation puts the molar mass at 142.068 g mol⁻¹.

Geometry (Å):
N (1.547, -1.256, -0.407)
O (0.320, -0.986, -0.251)
O (-0.821, 2.232, -0.326)
O (2.356, -0.341, -0.327)
O (-1.286, 1.075, 1.785)
O (-2.587, 0.524, -0.214)
O (1.928, -2.411, -0.630)
S (-1.456, 1.165, 0.371)

Model B:
The following is a DFT calculation (the ωB97M-V functional and the def2-TZVPD basis) of the ion NO6S with charge -1.

As for the SMILES: O=[N+]([O-])OS(=O)(=O)[O-]. As for the HOMO energy: -6.142 eV. The net charge is -1. The calculation puts the molar mass at 142.068 g mol⁻¹.

Geometry (Å):
O (0.183, 2.127, 1.111)
N (0.525, 1.086, 0.707)
O (0.975, 0.149, 1.333)
O (0.429, 0.857, -0.623)
S (-0.408, -0.885, -0.604)
O (0.708, -1.733, -0.505)
O (-1.336, -0.723, 0.500)
O (-1.076, -0.877, -1.919)

Decreasing stability: model B, model A